[1]
{
  "formula": "C22H35Cl2N4O3Y",
  "method": "ωB97M-V/def2-TZVPD",
  "mol_weight_g_mol": 563.4,
  "multiplicity": 1,
  "e_lumo_ev": 0.23,
  "gap_ev": 6.26,
  "e_above_lowest_ev": 5.6768,
  "elements": ["O", "C", "C", "C", "H", "C", "H", "C", "H", "C", "H", "C", "H", "H", "C", "C", "H", "H", "H", "C", "C", "H", "H", "H", "H", "Y", "Cl", "Cl", "H", "H", "C", "C", "N", "H", "C", "O", "H", "H", "H", "H", "H", "H", "C", "C", "N", "H", "C", "O", "H", "H", "H", "H", "C", "C", "C", "C", "N", "N", "C", "H", "H", "H", "H", "H", "H", "H", "H"],
  "coordinates": [[1.054, -0.288, -3.024], [0.011, 0.284, -3.263], [-0.248, 1.722, -3.328], [0.283, 2.798, -2.564], [0.483, 2.674, -1.494], [0.505, 4.042, -3.163], [0.979, 4.890, -2.629], [0.111, 4.232, -4.511], [0.294, 5.174, -5.043], [-0.567, 3.208, -5.191], [-0.909, 3.324, -6.215], [-0.765, 1.990, -4.590], [-1.200, 1.151, -5.115], [-1.068, -0.241, -3.144], [-2.517, -0.985, -1.184], [-2.047, 0.321, -0.710], [-3.179, -0.860, -2.067], [-3.007, -1.466, -0.306], [-1.730, -1.675, -1.536], [-2.519, 1.523, -1.026], [-4.038, 1.642, -1.188], [-1.971, 2.488, -1.165], [-4.291, 1.861, -2.233], [-4.417, 2.394, -0.498], [-4.502, 0.681, -0.955], [-1.155, 0.342, 1.193], [0.063, 2.499, 0.730], [-3.503, 1.076, 2.128], [4.593, 1.317, -1.936], [4.808, 1.679, 0.514], [3.502, 1.293, -1.804], [3.719, 1.547, 0.660], [3.140, 0.823, -0.468], [3.022, 0.657, -2.548], [2.309, -0.225, -0.299], [1.386, -0.324, 0.560], [3.505, 0.991, 1.591], [2.477, -1.052, -1.007], [3.146, 2.320, -1.962], [3.290, 2.562, 0.721], [-0.588, -5.423, 1.319], [1.351, -5.490, -0.580], [-1.134, -4.805, 0.598], [0.669, -4.817, -1.116], [-0.185, -4.059, -0.196], [-1.793, -4.107, 1.121], [-0.109, -2.743, -0.078], [-0.832, -2.051, 0.694], [1.301, -4.152, -1.722], [0.661, -2.346, -0.765], [-1.671, -5.447, -0.104], [0.036, -5.436, -1.767], [2.468, 0.119, 5.619], [1.220, -0.073, 4.873], [-0.030, -0.501, 5.369], [-0.895, -0.563, 4.260], [-0.218, -0.153, 3.165], [1.063, 0.123, 3.552], [-2.284, -1.052, 4.264], [2.356, 0.980, 6.297], [2.625, -0.781, 6.234], [3.365, 0.255, 5.006], [-0.268, -0.766, 6.376], [1.740, 0.436, 2.850], [-2.497, -1.348, 5.299], [-2.972, -0.257, 3.884], [-2.426, -1.938, 3.618]]
}

[2]
{
  "formula": "C22H35ClIN4OPdSSbSi3",
  "method": "ωB97M-V/def2-TZVPD",
  "mol_weight_g_mol": 878.4,
  "multiplicity": 1,
  "charge": -2,
  "e_lumo_ev": 3.98,
  "gap_ev": 5.28,
  "e_above_lowest_ev": 0.0000,
  "elements": ["Pd", "Cl", "C", "C", "C", "I", "C", "O", "C", "N", "C", "C", "C", "C", "H", "H", "H", "H", "C", "Si", "C", "C", "Sb", "Si", "C", "C", "C", "Si", "C", "C", "C", "H", "H", "H", "H", "H", "H", "H", "H", "H", "H", "H", "H", "H", "H", "H", "H", "H", "H", "H", "H", "H", "H", "H", "H", "H", "H", "H", "S", "C", "N", "N", "C", "C", "C", "N", "H", "H", "H", "H"],
  "coordinates": [[-0.030, 0.874, -0.118], [3.055, -0.450, 6.245], [2.822, -0.264, 4.511], [3.915, -0.127, 3.700], [3.770, 0.033, 2.326], [5.474, 0.180, 1.139], [2.518, 0.057, 1.654], [2.385, 0.146, 0.420], [1.360, -0.063, 2.571], [0.128, -0.008, 2.007], [-0.944, -0.144, 2.750], [-0.881, -0.359, 4.136], [0.342, -0.396, 4.741], [1.514, -0.241, 3.966], [4.906, -0.149, 4.136], [-1.898, -0.101, 2.237], [-1.795, -0.492, 4.699], [0.434, -0.551, 5.807], [0.882, 6.522, -0.875], [1.014, 5.362, 0.617], [2.865, 5.072, 0.865], [0.487, 6.444, 2.083], [-0.230, 3.166, 1.022], [-2.541, 3.836, 0.169], [-3.746, 3.168, 1.466], [-3.215, 3.250, -1.495], [-2.849, 5.711, 0.134], [0.606, 1.901, -2.034], [2.453, 2.297, -1.945], [0.449, 0.609, -3.421], [-0.064, 3.507, -2.786], [1.449, 7.428, -0.635], [-0.148, 6.811, -1.087], [1.302, 6.090, -1.781], [3.354, 5.993, 1.198], [3.345, 4.745, -0.058], [3.046, 4.298, 1.613], [1.069, 7.372, 2.103], [0.643, 5.909, 3.021], [-0.571, 6.704, 2.030], [-3.743, 2.075, 1.447], [-4.768, 3.505, 1.261], [-3.459, 3.486, 2.469], [-2.747, 2.334, -1.853], [-3.100, 4.028, -2.254], [-4.282, 3.045, -1.367], [-2.558, 6.202, 1.064], [-3.914, 5.904, -0.033], [-2.293, 6.176, -0.682], [3.036, 1.471, -1.536], [2.608, 3.156, -1.291], [2.824, 2.548, -2.947], [1.058, -0.267, -3.181], [0.826, 1.038, -4.356], [-0.579, 0.277, -3.577], [0.251, 4.335, -2.161], [-1.147, 3.561, -2.891], [0.380, 3.634, -3.782], [-2.037, -0.421, -1.151], [-2.520, -1.565, -0.013], [-2.872, -2.357, 0.761], [0.321, -2.837, -1.238], [0.400, -4.182, -1.257], [0.791, -4.564, 0.006], [0.895, -3.350, 0.718], [0.610, -2.315, -0.049], [-0.056, -2.209, -1.935], [0.174, -4.747, -2.146], [0.946, -5.566, 0.366], [1.171, -3.185, 1.748]]
}

[3]
{
  "formula": "C22H35ClO2P2Sr",
  "method": "ωB97M-V/def2-TZVPD",
  "mol_weight_g_mol": 516.5,
  "multiplicity": 1,
  "e_lumo_ev": -0.16,
  "gap_ev": 4.58,
  "elements": ["P", "P", "C", "C", "H", "H", "H", "H", "C", "H", "H", "H", "C", "H", "H", "H", "C", "H", "H", "H", "C", "H", "H", "H", "Sr", "C", "C", "C", "C", "C", "C", "C", "C", "C", "H", "H", "H", "H", "H", "H", "H", "H", "H", "H", "H", "H", "H", "H", "H", "Cl", "C", "C", "C", "C", "C", "C", "C", "O", "O", "H", "H", "H", "H"],
  "coordinates": [[-1.789, -2.558, -1.174], [-0.901, 1.073, -1.780], [-2.276, -1.329, -2.613], [-1.186, -0.328, -2.998], [-3.225, -0.812, -2.361], [-2.556, -1.965, -3.469], [-0.201, -0.821, -3.101], [-1.423, 0.116, -3.977], [-2.317, 2.254, -1.452], [-2.021, 2.882, -0.595], [-3.343, 1.897, -1.246], [-2.413, 2.928, -2.313], [-0.157, 2.100, -3.094], [-0.892, 2.117, -3.920], [0.778, 1.619, -3.420], [0.026, 3.114, -2.707], [-3.150, -3.735, -1.611], [-3.844, -3.753, -0.769], [-2.839, -4.767, -1.813], [-3.713, -3.399, -2.499], [-0.300, -3.391, -1.792], [0.472, -2.674, -2.114], [-0.465, -4.098, -2.617], [0.107, -3.979, -0.962], [-2.310, -0.269, 0.068], [3.104, 2.118, -1.734], [2.145, 2.254, -0.806], [1.848, 1.263, 0.292], [2.736, 0.014, 0.359], [2.708, -0.843, -0.876], [3.731, -0.938, -1.720], [4.580, 0.150, -2.259], [4.473, 1.491, -1.563], [-1.216, -2.630, 1.021], [2.914, 2.524, -2.746], [1.430, 3.103, -0.855], [0.819, 0.979, -0.015], [1.750, 1.775, 1.284], [3.766, 0.316, 0.631], [2.318, -0.547, 1.198], [1.852, -1.510, -1.009], [3.887, -1.892, -2.230], [4.272, 0.227, -3.313], [5.627, -0.141, -2.231], [4.707, 1.366, -0.501], [5.245, 2.172, -1.985], [-0.476, -2.010, 1.582], [-0.719, -3.590, 0.833], [-2.045, -2.814, 1.725], [-0.547, 1.651, 8.363], [-0.968, 1.394, 6.732], [-2.108, 0.638, 6.424], [-2.429, 0.426, 5.087], [-1.611, 0.919, 4.075], [-0.490, 1.688, 4.388], [-0.138, 1.916, 5.721], [-1.930, 0.606, 2.668], [-3.023, -0.009, 2.410], [-1.087, 0.956, 1.757], [-2.739, 0.286, 7.234], [-3.298, -0.155, 4.812], [0.127, 2.091, 3.589], [0.723, 2.534, 5.987]]
}

[4]
{
  "formula": "C22H35CrNO4P2",
  "method": "ωB97M-V/def2-TZVPD",
  "mol_weight_g_mol": 491.5,
  "multiplicity": 5,
  "e_lumo_ev": [-1.08, -1.02],
  "gap_ev": [4.55, 4.67],
  "elements": ["P", "P", "C", "C", "H", "H", "H", "H", "C", "H", "H", "H", "C", "H", "H", "H", "C", "H", "H", "H", "C", "H", "H", "H", "Cr", "C", "C", "C", "C", "C", "C", "C", "C", "C", "H", "H", "H", "H", "H", "H", "H", "H", "H", "H", "H", "H", "H", "H", "H", "O", "C", "O", "C", "C", "C", "C", "C", "C", "N", "O", "O", "H", "H", "H", "H"],
  "coordinates": [[-0.131, -2.084, -3.287], [0.289, 1.550, -3.299], [-0.332, -0.926, -4.743], [0.468, 0.402, -4.760], [-1.403, -0.724, -4.881], [-0.004, -1.541, -5.601], [1.542, 0.193, -4.893], [0.139, 1.015, -5.619], [-1.365, 2.245, -3.691], [-1.647, 2.923, -2.874], [-2.131, 1.456, -3.773], [-1.311, 2.805, -4.638], [1.398, 2.949, -3.582], [1.044, 3.521, -4.455], [2.429, 2.607, -3.739], [1.384, 3.606, -2.703], [-1.085, -3.531, -3.837], [-1.060, -4.307, -3.060], [-0.643, -3.935, -4.765], [-2.135, -3.262, -4.019], [1.582, -2.601, -3.626], [2.269, -1.738, -3.602], [1.596, -3.071, -4.628], [1.887, -3.330, -2.860], [1.674, -1.133, 2.506], [0.367, 1.930, -0.979], [-0.981, 1.639, -0.714], [-1.787, 0.581, -1.331], [-2.041, -0.773, -0.622], [-1.030, -1.757, -0.969], [0.362, -1.558, -0.946], [1.063, -0.350, -1.410], [1.372, 0.874, -0.529], [1.046, -3.046, 3.132], [0.780, 2.954, -0.925], [-1.569, 2.537, -0.479], [-1.488, 0.251, -2.343], [-2.792, 1.002, -1.523], [-2.258, -0.635, 0.447], [-2.983, -1.169, -1.070], [-1.353, -2.806, -0.947], [0.997, -2.317, -0.454], [0.342, 0.018, -2.237], [1.991, -0.567, -1.963], [1.382, 0.725, 0.563], [2.378, 1.237, -0.790], [1.828, -3.280, 3.890], [1.041, -3.837, 2.360], [0.076, -3.022, 3.650], [-0.690, -0.241, 2.861], [0.110, 0.465, 3.507], [1.335, 0.766, 3.088], [-0.153, 1.007, 4.896], [0.918, 1.653, 5.518], [0.945, 1.845, 6.886], [-0.172, 1.444, 7.650], [-1.314, 0.882, 7.024], [-1.301, 0.680, 5.651], [-0.079, 1.537, 9.073], [0.971, 2.022, 9.564], [-1.020, 1.133, 9.792], [1.769, 1.956, 4.937], [1.829, 2.269, 7.361], [-2.167, 0.591, 7.642], [-2.183, 0.271, 5.166]]
}

So what do the calculations give for E? Going down the list: -61573.2941; -96503.8573; -59407.6129; -80048.5059 eV.